Record 1
Here is the molecule C4H5NO from the Open Molecules 2025 dataset. Energies are from the ωB97M-V functional and the def2-TZVPD basis.

Computed properties:
* ΔE to the lowest compared entry with this formula, charge and spin: 2.7786 eV
* HOMO: -8.8132 eV
* SMILES: C1=N[C@H]2C[C@H]2O1
* net charge: 0

Atoms and positions in Å:
C 1.631 0.463 -0.032
N 1.048 0.289 1.097
C -0.140 -0.473 0.825
C -1.350 0.378 -0.168
C -0.291 -0.534 -0.619
O 1.031 0.064 -1.163
H 2.648 0.866 -0.078
H -0.382 -1.204 1.595
H -1.152 1.375 0.179
H -2.384 0.232 -0.559
H -0.660 -1.458 -1.077

Atom charges from the Löwdin analysis, given in e for atoms 1 to 2: -0.234 0.074

Record 2
Here is a cluster of 4 separate species, C20H34O9 in total from the Open Molecules 2025 dataset. Energies are from the ωB97M-V functional and the def2-TZVPD basis.

Computed properties:
* ΔE to the lowest compared entry with this formula, charge and spin: 0.0000 eV
* HOMO: -10.0054 eV
* SMILES: C#C[C@]1(OCC)COC(=O)C1.CCOC(C)=O.CCOC(C)=O.CCOC(C)=O
* net charge: 0

Atoms and positions in Å:
C -0.570 1.373 -3.574
C -1.411 1.178 -4.401
C -2.350 0.785 -5.495
O -3.631 1.262 -5.200
C -4.685 0.396 -5.594
C -6.038 1.118 -5.487
C -2.095 -0.738 -5.717
O -1.825 -0.944 -7.088
C -1.486 0.208 -7.726
O -1.077 0.243 -8.833
C -1.686 1.384 -6.770
H 0.347 1.513 -3.069
H -4.717 -0.437 -4.887
H -4.570 -0.026 -6.596
H -5.916 2.169 -5.239
H -6.588 1.007 -6.420
H -6.634 0.629 -4.721
H -1.188 -0.921 -5.137
H -2.785 -1.464 -5.299
H -0.663 1.581 -6.446
H -2.092 2.306 -7.166
C -1.970 -2.649 -1.065
C -0.477 -2.834 -0.888
O 0.213 -1.581 -0.916
C 0.370 -0.786 0.151
C -0.436 -1.054 1.401
O 1.098 0.167 0.070
H -2.403 -2.066 -0.251
H -2.474 -3.616 -1.101
H -2.176 -2.110 -1.990
H -0.230 -3.395 0.014
H -0.081 -3.404 -1.727
H -1.342 -0.451 1.373
H 0.162 -0.760 2.262
H -0.699 -2.100 1.543
C 3.083 2.912 1.767
C 2.008 2.252 2.603
O 2.464 1.993 3.938
C 2.428 2.894 4.935
C 2.157 4.345 4.618
O 2.680 2.531 6.052
H 3.363 3.887 2.167
H 2.740 3.045 0.741
H 3.984 2.299 1.759
H 1.078 2.822 2.612
H 1.772 1.279 2.178
H 3.107 4.863 4.495
H 1.619 4.781 5.456
H 1.543 4.497 3.734
C 2.440 -1.160 6.727
C 3.609 -1.973 6.219
O 3.209 -3.299 5.850
C 2.698 -3.603 4.646
C 2.264 -2.485 3.725
O 2.531 -4.754 4.348
H 1.679 -1.028 5.957
H 2.772 -0.173 7.052
H 1.961 -1.665 7.567
H 4.128 -1.482 5.394
H 4.341 -2.098 7.015
H 1.201 -2.298 3.874
H 2.431 -2.806 2.699
H 2.817 -1.557 3.859

Atom charges from the Löwdin analysis, given in e for atoms 1 to 2: 0.146 -0.058

Record 3
Here is a structure of composition C7H20ClMoORuSi from the Open Molecules 2025 dataset. Energies are from the ωB97M-V functional and the def2-TZVPD basis.

Computed properties:
* 2S+1: 8
* HOMO (spin up / spin down): -7.2453 / -9.0425 eV
* net charge: 0

Atoms and positions in Å:
Ru 0.894 2.285 -1.440
Cl 0.284 3.296 -3.442
C 2.038 0.858 -2.273
C 2.304 3.370 -0.550
H 3.074 1.151 -2.387
H 2.006 -0.218 -1.925
H 1.490 0.831 -3.245
H 3.303 3.258 -0.993
H 2.375 3.258 0.529
H 1.983 4.388 -0.791
Mo 1.252 0.411 -0.159
C 0.198 1.790 0.918
C 2.807 0.251 0.929
H 0.851 2.436 1.516
H -0.593 2.384 0.429
H -0.300 1.042 1.562
H 2.923 0.685 1.935
H 3.721 -0.239 0.541
C -2.257 -3.732 -0.157
Si -1.613 -2.045 0.376
C -3.071 -0.914 -0.074
C -1.529 -2.125 2.242
O -0.233 -1.658 -0.287
H -3.153 -3.925 0.447
H -1.547 -4.532 0.071
H -2.548 -3.835 -1.203
H -4.015 -1.474 0.045
H -3.110 -0.060 0.617
H -3.062 -0.525 -1.102
H -0.527 -2.473 2.522
H -1.677 -1.125 2.674
H -2.268 -2.813 2.678

Atom charges from the Löwdin analysis, given in e for atoms 1 to 2: 0.818 -0.143

Record 4
Here is a cluster of 3 separate species, C29H34Cl3F2N3O7 in total from the Open Molecules 2025 dataset. Energies are from the ωB97M-V functional and the def2-TZVPD basis.

Computed properties:
* HOMO: -9.1652 eV
* SMILES: C/C(Cl)=C(/Cl)[C@]1(CC(=O)N(C)C)C(=O)O[C@](CCCCl)(C[C@H](C)F)[C@H]1F.O=[N+]([O-])c1ccccc1.O=[N+]([O-])c1ccccc1
* net charge: 0

Atoms and positions in Å:
C 0.604 -3.031 5.346
C 0.858 -4.091 4.314
Cl 1.800 -5.416 4.905
C 0.440 -4.050 3.030
Cl 0.892 -5.358 1.977
C -0.352 -2.910 2.378
C 0.678 -1.737 2.147
C 1.034 -1.364 0.712
O 1.743 -2.144 0.081
N 0.655 -0.146 0.131
C -0.007 -0.289 -1.169
C 0.021 0.842 1.009
C -1.546 -2.352 3.176
O -1.544 -1.565 4.087
O -2.716 -2.801 2.648
C -2.565 -2.927 1.188
C -2.737 -1.493 0.674
C -3.380 -1.294 -0.703
C -4.083 0.056 -0.739
Cl -5.251 0.111 -2.102
C -3.652 -3.942 0.803
C -3.293 -4.973 -0.259
C -3.103 -4.431 -1.661
F -4.373 -5.858 -0.303
C -1.164 -3.523 1.201
F -0.564 -3.702 -0.011
H 1.142 -3.285 6.250
H 0.852 -2.036 5.000
H -0.447 -3.041 5.612
H 0.360 -0.899 2.756
H 1.615 -2.060 2.581
H -0.105 -1.321 -1.489
H 0.568 0.240 -1.926
H -0.979 0.194 -1.153
H 0.743 1.176 1.744
H -0.838 0.469 1.568
H -0.257 1.716 0.439
H -3.357 -0.987 1.408
H -1.767 -1.004 0.697
H -4.136 -2.037 -0.918
H -2.626 -1.320 -1.481
H -4.662 0.225 0.158
H -3.383 0.869 -0.895
H -4.573 -3.446 0.513
H -3.873 -4.489 1.714
H -2.419 -5.558 0.015
H -2.824 -5.244 -2.321
H -4.057 -4.037 -2.002
H -2.358 -3.647 -1.674
H -1.376 -4.527 1.570
O 0.263 3.512 2.172
N -0.130 4.465 1.530
O -1.297 4.716 1.322
C 0.879 5.355 0.941
C 2.218 5.064 1.123
C 3.166 5.893 0.547
C 2.766 6.996 -0.197
C 1.416 7.275 -0.362
C 0.461 6.451 0.209
H 2.522 4.205 1.702
H 4.217 5.677 0.675
H 3.508 7.638 -0.650
H 1.106 8.134 -0.940
H -0.590 6.659 0.081
O 1.067 2.904 -2.588
N 1.655 3.322 -3.563
O 1.316 4.284 -4.214
C 2.867 2.599 -3.979
C 3.258 1.480 -3.266
C 4.388 0.791 -3.673
C 5.110 1.228 -4.775
C 4.706 2.359 -5.473
C 3.576 3.054 -5.076
H 2.694 1.145 -2.408
H 4.703 -0.088 -3.129
H 5.990 0.685 -5.093
H 5.271 2.699 -6.329
H 3.254 3.932 -5.615

Atom charges from the Löwdin analysis, given in e for atoms 1 to 2: -0.094 -0.710

Record 5
Here is a structure of composition C3H6N2S from the Open Molecules 2025 dataset. Energies are from the ωB97M-V functional and the def2-TZVPD basis.

Computed properties:
* ΔE to the lowest compared entry with this formula, charge and spin: 4.7370 eV
* HOMO: -8.7862 eV
* net charge: 0

Atoms and positions in Å:
C 0.382 -0.465 -0.482
C 0.094 1.125 -0.592
C -0.698 -0.762 0.544
N -0.746 0.457 1.349
N -1.180 1.184 0.130
S -2.179 -0.338 -0.349
H 0.256 -1.002 -1.521
H 1.454 -0.522 -0.325
H 0.799 1.635 -0.109
H -0.098 1.423 -1.544
H -0.562 -1.992 1.146
H -1.548 0.583 1.921

Atom charges from the Löwdin analysis, given in e for atoms 1 to 2: -0.225 -0.208

Record 6
Here is a cluster of 2 separate species, C5H9N3 in total from the Open Molecules 2025 dataset. Energies are from the ωB97M-V functional and the def2-TZVPD basis.

Computed properties:
* ΔE to the lowest compared entry with this formula, charge and spin: 7.0785 eV
* HOMO: -8.1479 eV
* net charge: 0

Atoms and positions in Å:
C 1.350 -0.228 -0.040
C 0.645 0.844 -0.857
C -1.077 1.876 0.469
C -1.231 -0.865 0.526
C 0.850 -1.640 -0.478
H 2.337 -0.352 -0.558
H 1.413 0.155 0.824
H -0.103 0.233 -1.410
H 1.193 1.238 -1.807
H -1.695 2.849 0.601
H -2.149 0.548 1.598
H -1.948 -1.437 1.706
H 1.161 -2.188 0.561
H 1.187 -1.855 -1.440
N 0.006 1.984 -0.281
N -1.348 0.528 0.882
N -0.591 -1.690 -0.296

Atom charges from the Löwdin analysis, given in e for atoms 1 to 2: -0.190 -0.285

Max |F|, respectively: 0.033 0.031 0.171 0.036 0.117 0.195 hartree/bohr.